Here is a 16-piece molecular cluster, C95H197N16O16 overall in a non-equilibrium geometry from the Open Molecules 2025 dataset. Energies are from wB97M-V/def2-TZVPD.

Values from the calculation:
Kohn-Sham gap (alpha / beta) in eV: 7.84 / 7.92
2S+1: 10
<S²>: 24.80
Charge: 0
HOMO level (alpha / beta) in eV: -8.20 / -9.19
Total energy in eV: -158283.61099

The geometry in XYZ format:
```
324
Properties=species:S:1:pos:R:3:forces:R:3:mulliken_spin:R:1
C 2.879134 0.262386 -9.643281 1.965 2.077 -0.353 0.004
C 2.637255 0.005592 -8.142774 -0.135 0.119 -2.033 0.038
C 2.343021 -1.494597 -8.169606 -2.045 -1.701 1.286 -0.005
C 2.272843 -2.218533 -6.812206 2.434 2.199 -0.253 -0.003
C 3.699159 -1.912541 -6.269384 -1.465 -0.035 -0.066 0.007
C 4.061993 -0.387342 -6.083840 2.296 -2.633 0.525 0.039
N 3.952746 0.311696 -7.370935 -2.051 4.912 0.470 0.227
O 4.231031 1.778010 -7.260917 -1.125 -5.737 -0.525 0.686
C 3.358542 0.070900 -4.819028 -0.230 1.310 -0.152 0.017
C 5.596815 -0.400920 -5.748207 -0.338 0.487 -0.474 0.000
C 1.367555 0.842087 -7.768290 -0.354 -0.506 0.165 0.018
H 3.371793 1.231267 -9.724780 -0.392 0.697 0.151 -0.001
H 2.042043 0.327732 -10.338339 -0.271 -0.490 0.535 0.000
H 3.707617 -0.280362 -10.098408 -0.332 -0.995 0.257 -0.002
H 1.336058 -1.723843 -8.518275 -0.286 1.008 -0.820 -0.001
H 2.939670 -2.095253 -8.856135 0.624 0.434 0.133 0.000
H 2.137869 -3.291521 -6.948552 -0.325 0.168 0.327 0.000
H 1.596644 -1.698354 -6.133786 -0.648 -0.580 -0.149 0.000
H 4.328745 -2.376690 -7.028517 0.695 -0.134 0.645 -0.005
H 3.668302 -2.356909 -5.274565 1.133 -0.198 0.014 0.005
H 2.280696 -0.089129 -4.846362 -0.013 0.043 0.171 -0.001
H 3.817175 -0.400266 -3.949689 -0.248 -0.545 -0.155 0.001
H 3.569458 1.120000 -4.611637 -0.256 0.295 -0.331 -0.012
H 6.205208 -0.957602 -6.460983 -0.316 -0.053 -0.298 -0.004
H 5.919756 0.638006 -5.814964 0.231 0.000 0.396 0.000
H 5.813829 -0.843831 -4.776179 -0.210 0.215 0.112 0.001
H 0.590514 0.787764 -8.530763 0.405 -0.490 -0.709 0.000
H 1.464421 1.925004 -7.690719 0.715 -0.150 0.555 -0.001
H 0.795409 0.400080 -6.952588 0.478 0.289 0.692 -0.010
C 7.495907 -6.699722 0.200956 -0.904 -0.179 0.584 0.025
C 8.115271 -5.305982 0.226185 2.330 0.231 0.260 -0.012
C 8.452899 -4.883862 -1.275727 -2.253 0.453 0.792 0.016
C 7.173403 -4.490598 -2.068567 1.069 -0.523 0.871 -0.008
C 6.435705 -3.394527 -1.337993 1.066 0.242 -2.239 0.055
C 6.080940 -3.689726 0.049100 -1.438 -0.636 3.837 -0.002
N 7.250517 -4.242289 0.934627 -0.913 -1.769 2.626 0.352
O 6.985657 -4.449620 2.412226 1.006 0.805 -6.725 0.591
C 5.647965 -2.374132 0.738483 0.082 -0.731 -0.737 0.016
C 4.863631 -4.693192 0.087064 0.764 -0.860 -0.460 0.027
C 9.536619 -5.460058 0.959642 -0.987 -0.160 -0.100 0.007
H 8.190665 -7.535394 0.116872 0.427 0.415 -0.276 0.001
H 6.770697 -6.820867 -0.603716 -0.144 0.023 0.182 -0.004
H 7.024708 -6.866153 1.169653 -0.363 -0.005 -0.040 -0.004
H 9.042467 -3.967279 -1.295437 0.668 -0.396 0.115 -0.001
H 8.858534 -5.753269 -1.793116 0.681 0.213 0.303 -0.001
H 6.522441 -5.359869 -2.161897 -0.006 -0.010 -0.356 0.000
H 7.516250 -4.145577 -3.044029 -0.349 -0.121 -0.169 0.000
H 5.563187 -3.224494 -1.968799 -0.578 0.215 0.519 0.002
H 6.988000 -2.458070 -1.416144 0.330 0.064 0.174 -0.005
H 4.959377 -1.953333 0.005780 -0.563 0.284 0.469 0.001
H 5.224250 -2.583830 1.720621 -0.123 0.248 -0.161 0.017
H 6.473577 -1.664236 0.788590 0.211 -0.177 0.211 -0.050
H 4.634085 -5.109105 1.068100 -0.200 0.781 0.241 -0.023
H 3.998609 -4.405620 -0.510533 -0.097 1.005 0.755 0.004
H 5.033031 -5.610900 -0.476149 0.863 -0.134 -0.160 0.002
H 9.866770 -6.494897 0.868980 0.006 0.000 -0.370 -0.001
H 9.503263 -5.328612 2.041168 -0.318 0.485 -0.079 0.003
H 10.312953 -4.838868 0.512942 -0.189 0.229 0.118 -0.002
C 2.038748 -1.250704 -0.200675 0.631 1.528 1.106 -0.022
C 0.696089 -0.575712 0.061902 0.143 -0.758 0.309 0.001
C 0.160266 -1.103440 1.427173 -2.670 0.533 1.104 0.023
C -0.938904 -0.235088 2.168239 1.106 1.807 -1.201 -0.010
C -0.592061 1.295232 2.191590 -0.271 -3.338 1.819 0.064
C -0.300879 1.789327 0.821606 1.538 1.154 1.304 -0.005
N 0.736328 0.919194 0.154751 1.216 2.179 -4.899 0.298
O 1.140201 1.516742 -1.094278 -1.144 -2.182 4.533 0.606
C -1.508891 2.047063 0.071606 -2.681 0.911 -2.551 0.044
C 0.241752 3.191240 1.127983 1.222 1.151 0.174 -0.006
C -0.167530 -1.102678 -1.073223 -1.403 0.298 0.280 0.034
H 1.949386 -2.331329 -0.089487 -0.066 0.073 -0.103 0.008
H 2.676719 -0.861806 0.592968 0.688 -0.315 -0.142 0.023
H 2.431422 -0.958211 -1.174505 0.037 -0.133 0.020 -0.014
H -0.535549 -1.923012 1.247679 0.912 -0.981 -0.388 -0.002
H 0.840756 -1.353605 2.241094 0.776 -0.121 -0.646 0.009
H -1.176104 -0.543870 3.186321 0.256 -0.477 -0.110 -0.003
H -1.865015 -0.248294 1.593576 -0.195 -0.389 -0.033 -0.001
H 0.249026 1.503871 2.852755 0.257 -0.285 0.037 -0.014
H -1.462547 1.646744 2.745471 -0.083 1.131 -0.680 0.007
H -1.329204 2.689182 -0.790663 0.491 0.065 -0.164 -0.001
H -2.119512 1.268517 -0.385680 0.184 -0.651 0.510 -0.032
H -2.161275 2.681381 0.671719 -0.176 -0.262 0.168 -0.013
H -0.467726 3.861065 1.613871 -0.863 -0.496 -0.115 0.005
H 0.987753 3.161673 1.922152 0.681 -0.264 -0.334 0.005
H 0.580010 3.823872 0.307339 0.201 -0.517 -0.381 -0.012
H -0.117897 -2.191549 -1.072738 -0.544 -0.122 0.621 -0.008
H 0.041811 -0.926415 -2.128303 0.547 1.021 0.284 -0.003
H -1.136790 -0.675248 -0.816441 -0.682 -0.719 -0.720 -0.005
C -0.888611 -6.087501 -4.601500 2.971 0.395 -2.241 0.013
C -1.769303 -6.042555 -3.480969 -3.507 -1.667 2.474 -0.056
C -1.195561 -5.308098 -2.245650 0.076 0.858 0.768 0.032
C -2.183142 -4.847276 -1.094570 0.872 -1.536 -1.706 0.016
C -3.457758 -4.258770 -1.653930 0.605 -0.460 0.318 0.070
C -4.078744 -5.084787 -2.824442 0.062 1.387 2.141 -0.049
N -3.025954 -5.397547 -3.833527 -3.983 0.355 -4.313 0.398
O -3.564911 -5.606577 -5.145882 2.285 0.577 4.880 0.565
C -4.754882 -6.378164 -2.189228 -0.012 0.597 -1.322 0.036
C -5.167074 -4.053878 -3.226493 -0.969 -1.373 -1.424 0.001
C -2.072912 -7.577944 -3.185830 0.472 -0.243 -0.615 0.042
H 0.089324 -6.277848 -4.159323 0.522 0.471 -0.237 -0.005
H -0.906416 -5.167295 -5.185452 0.299 0.136 0.191 -0.001
H -0.946554 -6.900367 -5.325362 -0.861 -0.053 0.186 -0.002
H -0.485418 -5.954552 -1.730006 0.169 -0.091 -0.345 0.009
H -0.627147 -4.417280 -2.512958 0.071 -0.019 -0.664 -0.012
H -1.637180 -4.187755 -0.419984 -0.053 -0.033 0.035 -0.008
H -2.294743 -5.838098 -0.654206 -0.834 0.222 0.934 -0.004
H -3.306064 -3.226162 -1.968282 0.357 -0.002 -0.304 -0.029
H -4.218622 -4.164219 -0.879166 -0.125 -0.246 0.165 0.003
H -4.857652 -7.136631 -2.965283 0.442 -0.231 0.060 -0.003
H -4.203521 -6.736703 -1.319999 -0.067 -0.091 -0.182 -0.004
H -5.801027 -6.226433 -1.923410 0.097 0.593 0.322 0.000
H -5.755970 -4.538885 -4.005000 -0.344 0.271 -0.141 0.004
H -5.824205 -3.879778 -2.374461 0.047 -0.373 0.154 -0.001
H -4.939293 -3.044367 -3.568688 0.996 -0.287 -0.139 -0.005
H -2.445111 -8.111199 -4.060591 -0.246 0.714 -0.611 -0.001
H -2.798947 -7.928984 -2.452507 0.689 0.582 0.698 -0.002
H -1.076813 -8.018603 -3.144554 0.024 -0.298 0.954 0.000
C -6.579435 -5.377768 3.404891 1.001 -1.384 0.427 0.013
C -5.107374 -5.227808 2.959663 -1.312 0.828 -0.091 -0.007
C -4.962032 -3.731018 2.670800 2.568 0.096 -0.620 0.040
C -3.440754 -3.421828 2.397057 -1.399 0.253 0.233 -0.014
C -2.703557 -3.589664 3.707463 -0.041 -0.599 -0.894 0.011
C -2.755961 -5.079750 4.247563 -0.244 0.545 -1.569 0.023
N -4.186924 -5.591308 4.132699 -0.688 -4.079 -0.383 0.341
O -4.403531 -6.901755 4.627469 1.035 4.791 -1.691 0.582
C -1.745766 -6.006452 3.418329 -1.632 0.877 1.095 0.044
C -2.442278 -5.007308 5.690678 0.684 -0.323 0.614 0.004
C -4.946287 -6.078998 1.647577 1.245 0.343 1.510 0.032
H -6.701460 -6.429454 3.664050 -0.309 -0.108 -0.049 0.004
H -7.225454 -5.140816 2.559553 -0.075 0.309 0.371 -0.001
H -6.771271 -4.826947 4.325715 -0.202 0.337 -0.350 -0.014
H -5.582382 -3.408932 1.834420 -0.180 -0.251 0.091 -0.001
H -5.214480 -3.140971 3.551822 -0.318 -0.128 0.041 -0.001
H -3.281396 -2.399248 2.054966 -0.230 0.237 -0.050 -0.004
H -2.994665 -4.037693 1.616145 -0.202 -0.260 -0.037 -0.001
H -3.081235 -2.848916 4.412262 -0.249 -0.289 0.377 0.002
H -1.715228 -3.214976 3.441181 0.714 -0.688 0.649 0.002
H -0.694531 -5.864629 3.669074 -0.282 0.343 0.253 -0.003
H -2.029231 -7.022475 3.693014 0.069 -0.128 -0.453 -0.009
H -1.897342 -5.760945 2.367205 0.067 -0.428 -0.055 -0.014
H -1.483841 -4.488229 5.682703 0.128 0.038 0.750 -0.002
H -3.204994 -4.434320 6.217986 0.153 0.052 0.046 -0.008
H -2.346606 -5.989462 6.153631 0.027 0.042 0.004 0.001
H -5.650828 -5.797876 0.864842 -0.321 -0.171 0.397 0.001
H -4.993465 -7.111438 1.993919 -0.332 -0.155 -0.510 -0.001
H -3.958005 -5.926119 1.213952 0.153 -0.060 -0.015 -0.019
C -7.093471 7.526479 0.630254 0.094 -1.688 -0.618 0.020
C -5.638060 7.520630 1.069152 -0.023 1.846 0.215 -0.059
C -5.674222 8.168894 2.471625 1.451 -1.761 0.684 0.030
C -4.399887 7.878298 3.313639 0.420 1.861 0.423 -0.016
C -4.018922 6.433979 3.458843 -2.179 0.488 -1.685 0.051
C -3.879933 5.809563 2.030010 0.901 -3.310 1.987 0.020
N -4.895471 6.239460 1.041491 -2.287 -3.692 -3.289 0.421
O -5.227935 5.334369 -0.086608 1.684 3.817 4.928 0.523
C -2.489681 6.022506 1.510954 0.921 1.330 -1.746 -0.014
C -3.919081 4.203788 2.402074 -0.035 0.833 -0.782 0.013
C -4.925413 8.455730 0.126634 1.344 -0.102 -0.664 0.024
H -7.586971 8.498218 0.613251 0.433 0.146 0.675 0.001
H -7.576062 6.825877 1.311701 -0.700 0.022 -0.410 -0.005
H -7.145171 7.214902 -0.412983 -0.199 -0.534 0.111 0.000
H -5.867098 9.234101 2.344220 0.022 -0.113 0.193 0.000
H -6.467293 7.688072 3.044291 -0.422 0.233 -0.061 -0.001
H -4.543460 8.291840 4.311870 -0.241 0.115 0.157 0.001
H -3.546542 8.454735 2.956392 0.125 0.065 -0.405 -0.001
H -4.903721 5.970758 3.895492 -0.005 -0.320 0.272 -0.005
H -3.186001 6.261045 4.140342 0.238 -0.069 -0.484 0.001
H -2.312757 5.561249 0.539341 -0.174 -0.707 0.083 -0.012
H -2.316580 7.052636 1.199570 -0.089 0.493 0.423 0.000
H -1.644105 5.772215 2.151616 -0.425 -0.238 0.298 0.006
H -4.460813 3.608865 1.666758 -0.219 0.171 0.095 0.018
H -2.914082 3.782841 2.432019 0.312 0.339 -0.383 -0.005
H -4.246446 4.008452 3.423231 -0.689 0.219 -0.142 -0.010
H -5.426898 9.416033 0.006558 0.067 -0.033 0.136 0.002
H -4.808041 7.977509 -0.845799 -0.347 0.010 -0.155 0.000
H -3.892602 8.573320 0.454621 0.074 0.495 0.149 -0.002
C -2.835767 1.015713 5.470814 0.638 -0.502 -0.139 0.004
C -2.382204 2.172248 6.430575 -3.152 -2.749 -0.695 0.037
C -3.638374 3.130873 6.563579 1.283 1.908 0.780 0.012
C -3.337827 4.241707 7.592402 0.771 -2.540 2.155 -0.003
C -3.122898 3.422604 8.925365 -0.562 1.082 -0.965 0.007
C -2.106159 2.203366 8.996220 -1.322 1.089 2.589 -0.006
N -1.998621 1.497482 7.723253 4.268 -2.455 -0.720 0.330
O -0.873209 0.479706 7.613246 -4.868 4.514 0.446 0.593
C -0.823039 2.909733 9.568070 0.792 -1.484 0.145 0.024
C -2.750667 1.226692 10.161415 1.630 -0.767 -1.506 0.021
C -1.338603 2.901265 5.712106 2.299 1.349 1.129 0.004
H -1.991695 0.413451 5.134767 0.570 0.549 -0.148 -0.002
H -3.301210 1.453612 4.587801 -0.148 -0.046 -0.008 0.001
H -3.415819 0.172591 5.846019 -0.791 0.683 0.650 -0.015
H -3.688926 3.884661 5.777855 -0.402 -1.426 -1.576 0.002
H -4.587958 2.638621 6.773504 0.170 -0.067 -0.120 -0.001
H -4.143722 4.948254 7.790954 -0.135 -0.139 -0.311 0.000
H -2.442489 4.813037 7.347325 0.010 -0.039 -0.268 0.000
H -4.144294 3.102637 9.131431 0.100 -0.314 0.401 0.001
H -2.851575 4.209008 9.629671 0.123 -0.637 0.688 0.000
H -0.893240 3.021330 10.650075 -0.876 0.759 -0.040 -0.001
H 0.091987 2.320179 9.625154 -0.027 -0.625 -0.966 0.000
H -0.545612 3.833104 9.059633 -0.368 0.094 0.081 -0.004
H -3.019764 1.678860 11.115998 0.100 0.453 -0.379 0.001
H -3.527336 0.532789 9.839875 -0.744 0.878 -0.595 -0.002
H -2.036279 0.426154 10.353467 0.778 0.363 0.360 -0.002
H -0.822735 3.502174 6.461027 -0.096 0.792 0.031 0.002
H -1.806454 3.568006 4.987766 0.517 -0.297 -0.372 0.006
H -0.473295 2.313570 5.405576 -0.550 -0.413 -0.767 -0.011
C 6.575880 5.034137 -0.430576 0.222 0.822 -0.988 0.023
C 7.203654 3.734820 0.077537 0.036 0.576 1.841 0.014
C 6.365557 3.257120 1.341514 0.169 0.327 -0.152 0.032
C 4.983512 2.631066 1.121739 1.052 -0.490 -0.964 -0.006
C 5.171718 1.395369 0.205485 -0.061 1.441 0.417 0.045
C 5.988461 1.808542 -1.108518 -1.122 -0.343 0.788 -0.010
N 7.269711 2.587583 -0.795198 1.958 -0.405 -5.268 0.262
O 8.123080 2.788197 -2.007030 -3.482 -0.827 4.932 0.643
C 6.224692 0.427117 -1.745865 1.390 0.857 -1.524 0.003
C 5.059165 2.684615 -1.971927 -0.138 -0.564 -0.339 0.067
C 8.620688 4.119703 0.627240 -0.084 -0.657 0.608 0.002
H 7.359270 5.779649 -0.566988 0.117 0.032 0.094 -0.004
H 5.892948 5.459178 0.304968 -0.173 -0.147 -0.100 -0.002
H 6.107092 5.023123 -1.414556 -0.243 -0.423 0.211 0.002
H 7.048744 2.560863 1.827920 -0.326 -0.291 0.369 0.000
H 6.178751 4.090502 2.018766 0.657 0.314 -0.044 -0.003
H 4.274649 3.274648 0.600775 0.272 0.485 -0.121 -0.005
H 4.478467 2.482625 2.076205 0.248 -0.581 0.137 0.003
H 4.146137 1.110997 -0.029901 0.082 -0.324 -0.829 -0.007
H 5.605604 0.522802 0.693823 0.387 0.247 0.106 0.005
H 7.058119 -0.074342 -1.253893 -0.640 -0.488 0.581 -0.025
H 5.293084 -0.102166 -1.946054 -0.074 -0.258 1.117 0.004
H 6.601462 0.428040 -2.768677 0.262 0.901 -0.287 0.005
H 4.358142 2.012162 -2.466364 -0.026 -0.112 -0.195 -0.015
H 4.408481 3.366462 -1.424407 0.399 0.176 0.150 0.001
H 5.624060 3.217252 -2.736980 -0.024 -0.015 0.040 -0.025
H 8.462266 4.821909 1.445730 -0.115 0.141 0.025 0.001
H 9.390405 4.562631 -0.004769 -0.666 0.025 -0.705 0.000
H 9.129968 3.268507 1.079116 -0.223 -0.316 0.014 -0.002
C -5.272039 0.301042 -1.734879 0.354 -1.842 -1.321 -0.011
C -4.765244 0.964521 -3.054483 0.158 1.888 1.410 -0.061
C -4.628944 2.442466 -2.613610 -0.820 1.504 -1.477 0.042
C -4.124126 3.281823 -3.812591 -2.634 -0.268 0.862 -0.012
C -2.795749 2.842162 -4.203399 1.949 -0.367 -1.046 0.036
C -2.644045 1.317625 -4.489757 1.660 0.419 -1.574 -0.059
N -3.388877 0.594780 -3.447755 0.830 -6.056 0.551 0.517
O -3.047475 -0.807723 -3.253345 -1.225 5.325 -0.945 0.528
C -3.071215 0.990545 -5.983764 -1.000 0.792 0.573 0.035
C -1.114778 0.908723 -4.497720 -1.518 -0.428 1.058 -0.055
C -5.839796 0.739405 -4.207202 1.120 -0.854 0.478 0.025
H -6.351128 0.408766 -1.625030 0.115 0.784 0.108 0.000
H -4.705418 0.566131 -0.842263 -0.098 0.310 -0.180 -0.002
H -5.203143 -0.781618 -1.840726 0.353 -0.223 0.049 0.010
H -5.645689 2.616320 -2.261355 -0.150 0.929 -0.295 -0.001
H -3.995612 2.836101 -1.818596 0.354 -1.407 0.627 -0.005
H -4.115342 4.360289 -3.654679 -0.221 0.001 0.273 0.001
H -4.801351 3.070831 -4.640204 -0.133 0.362 -0.215 -0.001
H -1.997026 3.176953 -3.541552 -0.091 -0.215 0.579 -0.003
H -2.610984 3.450548 -5.088735 0.541 -0.516 -0.593 0.001
H -2.311662 1.245203 -6.722906 0.384 0.108 0.423 0.002
H -3.374544 -0.031287 -6.211702 0.012 -0.093 0.526 0.001
H -3.899814 1.661169 -6.211321 -0.280 -0.205 -0.259 -0.001
H -1.158018 -0.125115 -4.840353 0.580 -0.046 0.011 0.005
H -0.489321 1.522296 -5.146121 -0.390 0.123 -0.070 -0.001
H -0.721456 0.932368 -3.481427 0.132 0.004 0.032 0.012
H -5.792893 1.251737 -5.168146 0.628 0.426 0.357 -0.001
H -6.882153 0.830406 -3.901718 0.209 -0.122 0.508 0.002
H -5.584655 -0.294129 -4.441281 -0.660 -0.338 -0.224 -0.004
O 2.445892 7.079001 -4.197226 -0.558 2.881 -1.711 0.000
C 2.679487 5.915040 -4.089444 2.620 0.088 1.222 -0.001
N 2.320312 5.343887 -2.952696 -0.522 -2.093 1.614 0.001
C 3.640226 5.103524 -4.917277 -1.931 -0.801 -0.750 0.002
H 2.205312 4.341028 -2.918653 -0.014 0.125 0.438 0.000
H 1.844260 5.911716 -2.266373 -0.373 -0.354 -0.324 0.000
H 4.374825 5.659594 -5.499729 -0.092 -0.108 0.431 0.000
H 2.899619 4.672936 -5.591220 0.318 -0.261 -0.976 0.000
H 3.945185 4.213937 -4.366154 0.740 0.400 -0.001 0.000
O 3.522293 -2.467613 3.815248 -1.282 1.728 -0.140 0.000
C 3.326367 -1.241628 3.975235 2.735 -3.219 -1.385 0.000
N 2.441385 -0.772104 4.835313 -1.618 0.975 0.970 0.000
C 4.263900 -0.296593 3.271987 0.710 1.396 1.560 -0.007
H 2.610840 0.076890 5.355493 -0.267 -0.037 -0.399 0.000
H 1.712947 -1.392808 5.158117 0.376 -0.023 0.295 0.000
H 4.409606 0.585360 3.895717 -0.711 0.644 0.120 0.000
H 3.999289 0.094086 2.289405 -0.029 -0.637 -0.001 0.009
H 5.292048 -0.634159 3.402539 -0.141 -0.848 -1.005 0.000
O 1.098925 -5.260379 -0.005699 -1.097 -0.361 -1.050 -0.002
C 0.929984 -5.697067 1.121556 1.877 -0.538 -0.041 0.004
N 1.308564 -4.950376 2.130606 -0.071 1.746 2.776 -0.001
C 0.568609 -7.099264 1.517704 0.074 -0.100 -0.375 0.000
H 1.307877 -3.942840 2.060084 0.487 -0.040 -0.355 0.000
H 1.304566 -5.285095 3.083521 -0.113 -0.031 -0.268 0.000
H 0.679237 -7.323742 2.578593 -0.315 0.477 0.042 0.000
H 1.275957 -7.793182 1.063572 -0.556 -0.077 -0.677 0.000
H -0.476490 -7.155460 1.213222 0.090 -0.948 -0.107 0.000
O -8.164734 -2.514067 3.145410 0.723 1.232 0.563 0.000
C -8.056408 -1.374647 3.640702 2.048 -4.295 -2.821 0.000
N -9.065649 -0.822089 4.201759 -2.656 3.329 2.133 0.000
C -6.800178 -0.540468 3.509280 -0.313 -0.418 0.729 -0.001
H -10.011662 -1.175852 4.200259 0.401 -0.290 -0.185 0.000
H -8.935377 0.162293 4.386526 -0.535 -0.087 0.343 0.000
H -6.544903 -0.068601 4.458107 -0.173 0.283 0.035 0.000
H -7.077291 0.216483 2.775556 0.726 0.044 -0.214 0.000
H -5.961283 -1.199765 3.286419 -0.225 0.326 -0.625 0.001
O -0.220013 5.396561 -1.806792 -0.854 1.223 1.475 0.003
C -0.666625 6.529696 -2.047249 0.697 -0.108 -0.869 -0.001
N -0.424063 7.659236 -1.332093 -0.191 -1.061 0.401 0.000
C -1.188633 6.717306 -3.432114 1.087 -0.501 -1.639 0.000
H 0.025556 7.488051 -0.444035 0.166 0.329 0.299 0.000
H -0.724401 8.585390 -1.600678 -0.028 -0.500 -0.115 0.000
H -0.495354 6.007450 -3.883308 -0.394 -0.437 -0.557 0.000
H -0.796392 7.595271 -3.945360 -0.738 0.686 0.425 0.000
H -2.182058 6.405203 -3.754277 -0.080 0.306 0.577 0.000
O 0.728947 6.800910 1.128230 -1.877 0.690 -1.606 0.001
C 1.712770 6.772409 1.808744 3.027 0.743 -4.326 0.000
N 1.581331 6.521475 3.066805 0.668 -0.757 3.994 0.000
C 3.125292 7.100257 1.089173 -0.196 -0.069 1.481 0.000
H 0.618428 6.526824 3.371585 0.116 -0.414 0.084 0.000
H 2.235480 5.911785 3.536359 0.038 0.460 0.202 0.000
H 3.308263 8.172208 1.014754 -0.949 0.296 -0.251 0.000
H 3.260725 6.668362 0.097600 -0.583 -0.130 0.152 0.000
H 4.032042 6.895735 1.658464 -0.176 -0.864 0.426 0.000
O 3.290435 -6.715548 -3.910925 0.387 0.317 -0.146 0.000
C 2.824101 -6.417675 -2.817403 0.516 -0.019 -1.948 0.000
N 2.744276 -5.157931 -2.387655 -0.185 0.059 0.493 0.000
C 2.261685 -7.489142 -1.994762 -0.570 -1.771 0.323 0.000
H 2.207716 -5.053105 -1.538405 0.024 0.798 0.035 -0.001
H 3.124044 -4.423607 -2.967859 -0.295 -0.055 0.252 0.000
H 2.745902 -7.644016 -1.030573 -0.198 0.319 0.126 0.000
H 2.421053 -8.389179 -2.588581 0.147 -0.070 0.156 0.000
H 1.176638 -7.424671 -1.913454 0.021 0.351 0.445 -0.001
```
Positions in Å, forces in eV/Å.